Density functional theory data (ωB97M-V/def2-TZVPD) for a cluster of 2 separate species, C30H26ClO6S2 in total in a non-equilibrium geometry.

```
65
C30H26ClO6S2 | OMol25 | ωB97M-V/def2-TZVPD
Cl 6.36 3.27 -2.64
S -1.85 -2.47 1.24
S -2.35 0.55 1.34
O -0.06 1.27 -2.70
O -3.64 0.12 1.85
O -2.21 0.99 -0.03
O 1.64 2.75 -2.69
O -0.82 -3.18 0.52
O -2.41 -2.99 2.48
C -4.49 -2.59 0.43
C -2.23 1.93 3.73
C 1.10 -1.59 2.02
C 2.40 -1.54 1.47
C -0.75 3.80 4.12
C 4.21 1.68 -2.50
C -5.53 -2.42 -0.48
C -1.77 1.86 2.41
C -3.20 -2.22 0.07
C -0.86 2.80 1.92
C 0.13 -0.57 1.67
C -0.33 3.76 2.78
C -2.30 2.02 -3.16
C 3.30 -2.58 1.70
C -2.92 -1.77 -1.22
C 4.30 -0.75 -2.66
C 2.96 -3.63 2.56
C -1.70 2.89 4.59
C 6.34 0.57 -2.80
C 3.50 0.43 -2.46
C 1.72 -3.63 3.20
C -1.20 -0.78 1.58
C -3.97 -1.57 -2.13
C -0.84 2.41 -3.15
C 5.59 1.74 -2.66
C 1.27 1.57 -2.57
C 2.09 0.41 -2.31
C -5.28 -1.91 -1.75
C 0.80 -2.62 2.95
C 5.68 -0.67 -2.82
H -0.34 4.56 4.79
H -2.03 2.93 5.63
H 3.80 -1.72 -2.74
H 1.44 -4.42 3.89
H -0.14 -2.56 3.52
H -2.65 1.77 -2.15
H -6.10 -1.77 -2.46
H -1.90 -1.58 -1.53
H -3.00 1.24 4.07
H -0.52 2.70 -4.15
H 1.56 -0.53 -2.25
H 6.27 -1.58 -2.93
H 3.64 2.59 -2.46
H 7.43 0.65 -2.90
H -3.76 -1.18 -3.12
H -6.55 -2.70 -0.18
H -2.91 2.86 -3.51
H 0.40 4.48 2.41
H 4.26 -2.59 1.18
H -4.66 -3.00 1.42
H -0.65 3.25 -2.47
H -0.58 2.78 0.87
H 3.63 -4.46 2.72
H -2.47 1.18 -3.84
H 0.50 0.44 1.44
H 2.67 -0.70 0.83
```

- strongest force on any atom (eV/Å) = 2.4
- multiplicity = 1
- electronic energy (hartree) = -2866.7841
- gap between HOMO and LUMO (eV) = 4.49
- charge = -1

---

Density functional theory data (ωB97M-V/def2-TZVPD) for a structure of composition C30H26IrN9O2S5 in a non-equilibrium geometry.

```
73
C30H26IrN9O2S5 | OMol25 | ωB97M-V/def2-TZVPD
Ir -0.15 0.54 -0.53
S -2.66 -7.05 -1.12
S -2.71 -8.48 1.49
S -0.21 -3.61 -0.40
S -1.15 -5.96 1.14
S -2.12 -4.79 -2.95
O 1.11 2.37 -1.67
O -5.26 1.67 2.55
N -1.34 -2.19 2.61
N -1.27 -0.83 0.87
N 0.20 2.02 1.10
N -7.34 1.74 1.92
N 0.24 0.04 -2.63
N -0.39 3.48 2.59
N -2.48 -2.28 1.94
N 0.85 3.80 2.23
N -6.92 2.99 2.04
C 0.57 0.95 -3.55
C -7.40 -1.27 1.90
C 0.49 -0.69 -5.28
C -6.03 -3.24 2.00
C 0.81 2.36 -3.06
C -2.91 -3.20 -2.53
C -0.78 2.41 1.91
C -3.46 3.71 3.08
C -4.90 -2.47 2.28
C -4.04 6.30 2.32
C -2.44 -1.46 0.89
C -2.76 5.97 2.74
C -5.04 -1.10 2.40
C 0.21 -1.64 -4.31
C -1.15 -4.99 -0.34
C 1.18 2.92 1.34
C -0.62 -1.33 1.95
C -5.68 2.95 2.42
C -1.92 -5.51 -1.37
C -6.36 0.95 2.23
C -6.28 -0.49 2.19
C 0.70 0.62 -4.89
C -2.17 -7.24 0.56
C -1.09 4.25 3.60
C 0.08 -1.23 -3.00
C -2.47 4.66 3.13
C -5.03 5.34 2.25
C -7.27 -2.64 1.84
C -3.55 -3.12 2.43
C -4.73 4.03 2.60
H -5.94 -4.31 1.94
H -0.14 -1.93 -2.21
H -8.35 -0.78 1.74
H 0.95 1.37 -5.62
H -3.33 -3.33 3.48
H -8.14 -3.25 1.64
H -3.54 -4.08 1.90
H -4.26 7.32 2.04
H -3.10 -2.72 -3.48
H -2.27 -2.59 -1.91
H 2.03 2.09 -1.56
H -1.18 3.64 4.50
H 0.57 -0.96 -6.32
H -3.27 2.70 3.43
H -6.03 5.58 1.91
H -1.99 6.73 2.78
H 0.36 -1.03 2.26
H -0.46 5.11 3.82
H -3.25 -1.33 0.19
H -0.09 2.96 -3.18
H 0.11 -2.69 -4.57
H 1.61 2.84 -3.63
H -4.20 -0.48 2.66
H 2.14 2.91 0.85
H -1.73 1.92 2.00
H -3.85 -3.43 -2.04
```

- strongest force on any atom (eV/Å) = 4.0
- multiplicity = 1
- electronic energy (hartree) = -3896.6954
- gap between HOMO and LUMO (alpha / beta) (eV) = 2.58 / 2.81
- charge = +2

---

Density functional theory data (ωB97M-V/def2-TZVPD) for a structure of composition C30H27B3F4N5O8TeTi in a non-equilibrium geometry.

```
79
C30H27B3F4N5O8TeTi | OMol25 | ωB97M-V/def2-TZVPD
Te 0.63 2.39 -0.16
Ti -0.37 -0.66 -0.34
F -4.92 -0.63 -1.31
F -3.68 -1.32 0.49
F 3.47 -0.82 1.38
F 3.29 1.46 1.19
O -1.30 -1.74 2.24
O 2.70 -3.19 -0.52
O 0.97 -1.98 0.30
O -3.04 0.61 -0.74
O 2.32 0.19 -0.48
O -2.90 -1.66 -1.71
O 1.42 0.20 1.83
O -1.37 -3.53 0.83
N 0.29 0.36 -2.16
N -1.88 0.61 0.00
N 0.30 0.68 1.17
N 0.87 -0.88 -1.93
N -1.57 -1.51 -1.70
C -1.40 -2.88 2.98
C 3.22 0.05 -3.33
C -0.91 -2.27 -2.60
C 1.50 4.57 3.61
C 2.03 -2.19 -0.43
C 3.29 -0.85 -2.34
C 2.19 1.04 -3.64
C 0.63 6.16 2.04
C -1.46 -3.03 4.35
C 0.43 -1.99 -2.72
C 0.11 2.32 -3.43
C -1.57 -5.42 3.98
C 0.81 3.83 1.41
C 1.35 3.56 2.67
C 0.89 1.19 -3.07
C 0.46 5.15 1.11
C 1.37 -2.74 -3.61
C -1.52 -5.26 2.60
C 0.55 3.23 -4.36
C -1.56 -4.33 4.84
C -0.72 1.04 3.46
C 2.24 -0.93 -1.31
C 1.14 5.87 3.30
C -1.62 -3.33 -3.39
C 2.57 2.00 -4.60
C -1.98 1.08 1.24
C -1.43 -3.98 2.12
C -3.25 1.64 1.77
C -0.79 1.00 1.97
C 1.79 3.07 -4.97
B -3.65 -0.74 -0.81
B 2.67 0.21 0.97
B -1.27 -2.14 0.89
H 0.84 -3.55 -4.10
H 4.06 0.09 -4.01
H 0.21 0.58 3.78
H -1.55 0.48 3.88
H 1.69 2.56 2.89
H -2.68 -3.24 -3.23
H 0.05 5.37 0.13
H 1.92 4.34 4.58
H 3.55 1.88 -5.05
H 0.36 7.18 1.78
H -1.61 -4.49 5.91
H -1.44 -2.17 5.00
H -3.67 2.32 1.03
H -1.63 -6.42 4.39
H -1.30 -4.32 -3.05
H -1.41 -3.24 -4.46
H -0.08 4.08 -4.62
H 1.26 6.66 4.03
H -3.08 2.17 2.70
H -1.52 -6.11 1.92
H -0.77 2.07 3.83
H 2.20 -3.17 -3.03
H -3.98 0.84 1.92
H 2.15 3.78 -5.70
H -0.87 2.40 -2.98
H 1.80 -2.08 -4.36
H 4.15 -1.51 -2.24
```

- strongest force on any atom (eV/Å) = 1.9
- relative energy (zero: lowest compared OMol25 entry of this formula, charge and spin) (kJ/mol) = 652.0
- multiplicity = 1
- electronic energy (hartree) = -3626.9282
- gap between HOMO and LUMO (alpha / beta) (eV) = 3.64 / 3.64
- charge = -1

---

Density functional theory data (ωB97M-V/def2-TZVPD) for a structure of composition C30H27BrHfN7O2S.

```
69
C30H27BrHfN7O2S | OMol25 | ωB97M-V/def2-TZVPD
Hf -0.27 -0.49 0.13
Br 2.34 -6.59 3.78
S 0.74 -0.53 2.58
O -1.29 0.97 1.02
O 0.37 -1.36 -1.90
N 2.98 -0.71 1.15
N -1.05 -2.63 0.67
N 3.19 -1.01 3.41
N 2.19 -0.35 0.05
N 0.24 1.15 -1.16
N -2.34 -0.83 -0.84
N 0.46 2.36 -0.74
C 0.88 0.27 -5.20
C -2.96 0.04 -1.64
C 0.72 -0.75 -4.27
C -0.81 -4.24 2.53
C -4.31 -0.07 -1.96
C 1.41 4.90 -0.03
C 1.24 6.81 1.46
C 1.77 6.19 0.32
C 0.50 4.19 0.75
C 1.03 -3.81 1.03
C -3.07 -1.86 -0.33
C -0.02 -5.13 3.23
C -1.40 2.84 2.43
C 1.29 -5.37 2.83
C 0.65 1.93 -3.48
C -0.87 2.18 1.32
C -5.05 -1.11 -1.42
C 1.82 -4.71 1.73
C 0.35 6.13 2.25
C 2.41 -0.78 2.37
C 0.07 2.83 0.44
C -4.41 -2.02 -0.57
C 0.50 0.92 -2.54
C 0.16 -2.74 -2.35
C 0.53 -0.41 -2.94
C 0.85 1.60 -4.81
C -0.97 4.12 2.71
C -0.28 -3.58 1.42
C -0.04 4.82 1.91
C -2.31 -2.81 0.49
H 1.84 4.45 -0.91
H 2.77 -1.08 4.33
H -2.36 0.86 -2.02
H -0.08 6.59 3.13
H 2.47 6.73 -0.30
H 2.46 -0.94 -0.75
H 1.46 -3.31 0.16
H 3.98 -0.68 1.03
H -4.96 -2.85 -0.13
H 0.01 -3.34 -1.47
H -0.72 -2.76 -3.00
H 1.05 -3.07 -2.89
H 0.60 2.97 -3.16
H -6.10 -1.21 -1.64
H 2.83 -4.92 1.41
H 1.02 0.01 -6.24
H -4.75 0.65 -2.62
H 2.36 0.62 -0.21
H 4.19 -1.12 3.34
H 0.97 2.38 -5.54
H 0.74 -1.78 -4.60
H -1.37 4.63 3.58
H -2.13 2.34 3.05
H -1.81 -4.03 2.89
H -2.83 -3.67 0.89
H -0.42 -5.64 4.10
H 1.54 7.82 1.71
```

- strongest force on any atom (eV/Å) = 0.6
- multiplicity = 1
- electronic energy (hartree) = -4712.6508
- gap between HOMO and LUMO (eV) = 6.07
- charge = +3

---

Density functional theory data (ωB97M-V/def2-TZVPD) for a structure of composition C30H27Cl3FN4O2Ru in a non-equilibrium geometry.

```
68
C30H27Cl3FN4O2Ru | OMol25 | ωB97M-V/def2-TZVPD
Ru 0.02 -0.49 0.05
Cl 6.03 -4.24 0.51
Cl 5.43 -4.25 -2.58
Cl -3.33 -1.25 -0.48
F -4.97 5.78 -3.30
O 1.57 -3.22 3.00
O 0.38 -3.36 -3.11
N 1.52 -1.89 1.12
N -0.39 0.06 -2.54
N 0.67 0.19 2.47
N 1.03 -1.88 -1.46
C 4.53 -3.60 -0.09
C -1.95 -1.47 0.64
C -4.13 2.88 -1.28
C -1.40 -1.46 -4.13
C 3.62 -3.07 0.80
C 0.22 -0.02 5.26
C 4.27 -3.60 -1.46
C -1.08 2.89 0.66
C -0.57 -1.19 -3.04
C -1.02 4.87 2.24
C 2.16 -2.52 -1.07
C -2.00 -0.42 -4.80
C 1.30 -2.16 2.42
C -1.68 0.88 -4.39
C 0.74 -1.01 3.14
C -4.89 3.79 -2.02
C 2.42 -2.53 0.34
C 0.30 1.23 4.62
C -1.98 2.09 -0.28
C -2.86 4.96 -2.60
C 0.54 1.26 3.26
C -2.62 2.98 2.64
C 0.31 -2.27 -2.53
C -2.12 4.03 -1.88
C -1.90 3.80 1.58
C 0.49 -1.13 4.50
C -4.23 4.83 -2.65
C -2.76 2.99 -1.19
C 3.09 -3.06 -1.94
C -0.90 1.05 -3.27
H -0.50 2.17 1.23
H -2.37 5.77 -3.13
H -1.63 5.52 2.87
H -0.39 3.50 0.08
H -0.26 4.40 2.87
H 0.55 -2.12 4.93
H 3.83 -3.07 1.86
H -2.67 1.47 0.29
H 0.67 2.23 2.78
H -3.24 3.61 3.28
H -2.64 4.32 0.96
H -1.05 4.13 -1.84
H -0.65 2.05 -2.94
H -2.05 1.74 -4.93
H -1.89 2.46 3.26
H -1.81 -2.56 0.69
H -5.96 3.69 -2.11
H -1.51 -2.49 -4.43
H -1.33 1.39 -0.84
H 2.89 -3.06 -3.01
H -2.65 -0.60 -5.65
H -3.26 2.23 2.17
H 0.20 2.15 5.17
H -0.52 5.47 1.49
H -2.32 -1.11 1.61
H -4.64 2.07 -0.78
H 0.01 -0.08 6.32
```

- strongest force on any atom (eV/Å) = 4.2
- multiplicity = 2
- electronic energy (hartree) = -3104.1928
- gap between HOMO and LUMO (alpha / beta) (eV) = 2.98 / 5.10
- charge = -2
- <S²> = 0.859

---

Density functional theory data (ωB97M-V/def2-TZVPD) for a structure of composition C30H27CoF3N4O2SSbTe.

```
70
C30H27CoF3N4O2SSbTe | OMol25 | ωB97M-V/def2-TZVPD
Te 1.23 -2.13 3.74
Sb 0.13 1.58 0.42
Co 1.49 -0.94 1.42
S -0.01 -2.50 -0.22
F -2.72 0.91 -4.97
F -3.92 2.23 5.00
F 3.62 6.60 -0.16
O 0.24 -3.82 0.28
O -0.69 -1.57 0.71
N 1.39 -1.69 -0.39
N 3.35 -1.86 0.66
N 3.01 -3.22 -1.27
N -2.91 -2.90 -5.29
C -2.25 -2.80 -4.12
C -2.10 1.05 -3.80
C -0.79 0.62 -3.69
C 4.24 -3.70 -1.11
C 2.14 3.68 1.30
C -2.87 -2.22 -2.99
C -2.81 1.59 -2.74
C 2.63 -2.32 -0.38
C 4.59 -2.34 0.80
C 5.09 -3.28 -0.09
C -0.16 0.73 -2.46
C 2.91 4.82 1.17
C -2.18 1.70 -1.51
C -1.11 2.88 2.87
C 1.33 3.96 -0.97
C -1.23 1.80 1.98
C -0.87 -2.54 -1.72
C -2.18 -2.09 -1.81
C 2.88 5.51 -0.03
C 1.24 -0.52 5.13
C -0.24 -3.13 -2.82
C -2.25 0.86 2.14
C -3.04 2.09 4.02
C -3.17 1.01 3.16
C -0.86 1.28 -1.38
C -0.87 -2.40 3.76
C 2.10 5.10 -1.10
C -0.92 -3.24 -4.00
C -2.03 3.03 3.89
C 1.33 3.27 0.24
H -3.83 1.92 -2.89
H -2.67 -1.65 -0.94
H 1.00 -0.94 6.11
H 0.78 -3.49 -2.73
H -1.14 -2.68 4.78
H 3.55 5.17 1.98
H -0.43 -3.70 -4.86
H -1.11 -3.21 3.07
H -2.72 2.12 -0.68
H 5.18 -1.97 1.63
H 0.71 3.64 -1.80
H -0.29 0.19 -4.55
H -0.34 3.63 2.74
H 4.56 -4.44 -1.82
H 6.09 -3.67 0.02
H 2.23 -0.08 5.16
H -3.90 -2.70 -5.34
H 0.85 0.38 -2.35
H 0.49 0.21 4.84
H -1.36 -1.48 3.46
H -2.32 0.00 1.48
H -2.52 -3.43 -6.05
H 2.18 3.12 2.23
H -1.98 3.87 4.58
H 2.11 5.68 -2.02
H -3.99 0.31 3.30
H -3.89 -1.89 -3.06
```

- strongest force on any atom (eV/Å) = 0.2
- relative energy (zero: lowest compared OMol25 entry of this formula, charge and spin) (kJ/mol) = 0.0
- multiplicity = 5
- electronic energy (hartree) = -4117.1100
- gap between HOMO and LUMO (alpha / beta) (eV) = 7.32 / 3.74
- charge = +2
- <S²> = 6.016